{"formula": "C34H85N17O10", "method": "the ωB97M-V functional and the def2-TZVPD basis", "charge": 1, "homo_ha": [-0.36429, -0.36429], "gap_ev": [7.26, 3.22], "e_tot_ha": -3029.38034, "spin_multiplicity": 2, "symbols": ["C", "C", "C", "C", "C", "C", "N", "O", "C", "C", "C", "H", "H", "H", "H", "H", "H", "H", "H", "H", "H", "H", "H", "H", "H", "H", "H", "H", "H", "H", "C", "C", "C", "C", "C", "C", "N", "O", "C", "C", "C", "H", "H", "H", "H", "H", "H", "H", "H", "H", "H", "H", "H", "H", "H", "H", "H", "H", "H", "H", "C", "C", "C", "C", "C", "C", "N", "O", "C", "C", "C", "H", "H", "H", "H", "H", "H", "H", "H", "H", "H", "H", "H", "H", "H", "H", "H", "H", "H", "H", "C", "O", "N", "N", "H", "H", "H", "H", "C", "O", "N", "N", "H", "H", "H", "H", "C", "O", "N", "N", "H", "H", "H", "H", "C", "O", "N", "N", "H", "H", "H", "H", "C", "O", "N", "N", "H", "H", "H", "H", "C", "O", "N", "N", "H", "H", "H", "H", "C", "O", "N", "N", "H", "H", "H", "H"], "coordinates": [[-1.029, 0.862, -0.274], [0.212, 0.024, 0.047], [0.516, 0.155, 1.569], [-0.487, -0.589, 2.417], [-0.399, -2.134, 2.153], [-0.729, -2.359, 0.652], [0.053, -1.401, -0.216], [0.146, -1.658, -1.560], [-0.262, -3.828, 0.361], [-2.219, -2.172, 0.419], [1.322, 0.768, -0.748], [-1.281, 0.982, -1.328], [-0.818, 1.882, 0.048], [-1.906, 0.333, 0.098], [1.531, -0.123, 1.853], [0.437, 1.204, 1.857], [-1.473, -0.149, 2.272], [-0.176, -0.447, 3.452], [-1.147, -2.638, 2.765], [0.549, -2.492, 2.555], [-0.429, -4.082, -0.686], [0.789, -3.926, 0.633], [-0.832, -4.532, 0.967], [-2.475, -1.839, -0.587], [-2.771, -3.108, 0.501], [-2.661, -1.472, 1.128], [2.249, 0.330, -0.378], [1.372, 1.791, -0.376], [1.432, 0.628, -1.824], [-0.796, -1.564, -1.722], [-0.854, 5.917, 3.851], [0.343, 5.586, 2.982], [0.987, 6.864, 2.310], [1.757, 7.831, 3.225], [2.850, 7.095, 4.040], [2.315, 5.778, 4.723], [1.537, 4.938, 3.654], [1.089, 3.747, 4.210], [3.546, 4.899, 5.212], [1.543, 6.253, 5.973], [-0.259, 4.721, 1.893], [-0.638, 6.732, 4.542], [-1.035, 5.005, 4.419], [-1.754, 6.170, 3.291], [1.732, 6.421, 1.648], [0.312, 7.428, 1.666], [1.045, 8.126, 3.995], [1.919, 8.790, 2.734], [3.194, 7.695, 4.883], [3.762, 6.924, 3.470], [3.264, 4.029, 5.806], [4.092, 4.507, 4.354], [4.163, 5.385, 5.967], [0.987, 7.184, 5.870], [0.842, 5.467, 6.253], [2.021, 6.452, 6.932], [-0.633, 3.771, 2.274], [0.574, 4.460, 1.240], [-0.960, 5.230, 1.232], [1.396, 3.218, 3.470], [-1.957, 2.180, -4.075], [-3.157, 1.106, -4.088], [-4.367, 1.749, -4.867], [-5.378, 0.766, -5.601], [-4.685, -0.278, -6.448], [-3.536, -1.050, -5.689], [-2.660, -0.061, -4.895], [-1.622, -0.680, -4.246], [-4.274, -1.983, -4.675], [-2.833, -1.844, -6.830], [-3.697, 0.709, -2.684], [-2.337, 3.116, -3.665], [-1.437, 2.378, -5.012], [-1.137, 1.829, -3.449], [-5.006, 2.406, -4.278], [-3.927, 2.450, -5.576], [-5.963, 1.261, -6.376], [-6.105, 0.323, -4.919], [-4.385, 0.200, -7.381], [-5.366, -1.049, -6.807], [-3.533, -2.589, -4.154], [-4.645, -1.346, -3.872], [-4.947, -2.705, -5.137], [-2.716, -1.060, -7.578], [-1.898, -2.283, -6.481], [-3.358, -2.720, -7.208], [-4.782, 0.625, -2.617], [-3.510, 1.575, -2.049], [-3.192, -0.216, -2.408], [-0.983, -0.898, -4.929], [2.708, 0.624, 4.596], [3.458, 1.422, 4.075], [1.612, 0.735, 5.342], [2.937, -0.671, 4.642], [1.303, 1.664, 5.587], [1.263, -0.075, 5.835], [3.745, -1.016, 4.142], [2.405, -1.469, 4.960], [-3.207, -4.703, -2.169], [-4.362, -4.243, -2.232], [-2.902, -5.811, -1.495], [-2.226, -4.126, -2.879], [-2.054, -6.336, -1.654], [-3.583, -6.121, -0.817], [-1.250, -4.286, -2.677], [-2.509, -3.208, -3.192], [4.368, 1.778, 0.840], [4.512, 1.792, -0.382], [3.811, 2.827, 1.437], [4.912, 0.889, 1.613], [3.669, 2.762, 2.435], [3.191, 3.289, 0.788], [4.709, 0.852, 2.602], [5.466, 0.183, 1.148], [3.603, -3.380, -0.272], [4.443, -4.245, -0.317], [2.751, -3.051, -1.174], [3.390, -2.438, 0.639], [1.887, -2.698, -0.788], [2.878, -3.225, -2.160], [4.114, -2.393, 1.341], [2.636, -1.769, 0.572], [0.662, -6.633, -2.068], [1.554, -6.604, -1.246], [-0.299, -7.572, -1.978], [0.492, -5.718, -2.969], [-0.390, -8.331, -1.317], [-0.894, -7.635, -2.792], [-0.333, -5.907, -3.522], [0.929, -4.818, -2.837], [4.971, -0.043, -3.100], [5.422, -0.756, -3.990], [5.106, 1.233, -2.958], [4.273, -0.506, -2.168], [5.592, 1.832, -3.610], [4.755, 1.576, -2.075], [4.045, -1.490, -2.193], [4.072, 0.148, -1.426], [-1.752, -6.005, 3.312], [-0.540, -5.971, 3.546], [-2.180, -6.629, 2.205], [-2.753, -5.644, 4.031], [-3.126, -6.952, 2.353], [-1.537, -7.221, 1.699], [-2.522, -5.150, 4.881], [-3.691, -5.739, 3.668]], "lowdin_spin": [0.000, 0.000, 0.000, 0.000, 0.000, 0.000, 0.001, 0.000, 0.000, 0.000, 0.000, 0.000, 0.000, 0.000, 0.000, 0.000, 0.000, 0.000, 0.000, 0.000, 0.000, 0.000, 0.000, 0.000, 0.000, 0.000, 0.000, 0.000, 0.000, 0.000, 0.000, 0.000, 0.000, 0.000, 0.000, 0.000, 0.000, 0.000, 0.000, 0.000, 0.000, 0.000, 0.000, 0.000, 0.000, 0.000, 0.000, 0.000, 0.000, 0.000, 0.000, 0.000, 0.000, 0.000, 0.000, 0.000, 0.000, 0.000, 0.000, 0.000, 0.023, 0.038, 0.001, 0.000, 0.001, 0.049, 0.616, 0.155, 0.047, 0.007, 0.036, 0.002, 0.000, 0.000, -0.001, 0.000, 0.000, 0.000, 0.001, 0.000, 0.002, 0.000, 0.006, 0.001, 0.000, 0.000, 0.001, 0.003, 0.000, 0.010, 0.000, 0.000, 0.000, 0.000, 0.000, 0.000, 0.000, 0.000, 0.000, 0.001, 0.000, 0.000, 0.000, 0.000, 0.000, 0.000, 0.000, 0.000, 0.000, 0.000, 0.000, 0.000, 0.000, 0.000, 0.000, 0.000, 0.000, 0.000, 0.000, 0.000, 0.000, 0.000, 0.000, 0.000, 0.000, 0.000, 0.000, 0.000, 0.000, 0.000, 0.000, 0.000, 0.000, 0.000, 0.000, 0.000, 0.000, 0.000, 0.000, 0.000, 0.000, 0.000, 0.000, 0.000, 0.000, 0.000]}